Record 1
15
Properties=species:S:1:pos:R:3 method="wB97M-V/def2-TZVPD" molar_mass_g_mol=104.10 e_tot_ha=-382.76886 total_charge=0 fmax_ev_per_a=0.3 orbital_gap_ev=8.83
O -2.44244 0.16120 -0.27803
O 2.34125 -0.11356 -0.03248
O 0.12892 0.49935 -1.32836
C -1.34853 -0.48490 0.31756
C 0.07235 1.72365 0.00602
C -0.03210 0.24843 0.10366
C 1.16739 -0.51585 0.65912
H -1.25376 -1.52382 -0.04223
H 1.01523 -1.60144 0.56619
H -1.55215 -0.52670 1.39343
H 1.09290 0.61840 -1.44322
H -2.22685 0.27522 -1.21399
H 2.70577 -0.87845 -0.48839
H 1.27281 -0.27294 1.72303
H -0.96499 2.05998 -0.16506


Record 2
15
Properties=species:S:1:pos:R:3 method="wB97M-V/def2-TZVPD" molar_mass_g_mol=104.10 e_tot_ha=-382.93807 total_charge=0 fmax_ev_per_a=0.5 orbital_gap_ev=11.40 smiles="CCOC(=O)CO"
O -1.48457 -0.06052 0.36969
O -2.39645 0.71235 -2.01471
O 0.62271 0.59774 -0.10316
C 1.05844 0.16404 1.20212
C -1.02960 0.88002 -1.78359
C 1.33091 -1.32752 1.23538
C -0.66630 0.42119 -0.38435
H 2.05484 -1.60714 0.46413
H 0.29449 0.43805 1.93301
H -2.75490 0.30400 -1.20956
H 0.41077 -1.90064 1.08742
H -0.73455 1.93177 -1.90038
H 1.75253 -1.58819 2.21159
H -0.42745 0.29669 -2.49585
H 1.96914 0.73815 1.38826


Record 3
15
Properties=species:S:1:pos:R:3 method="wB97M-V/def2-TZVPD" molar_mass_g_mol=104.10 e_tot_ha=-382.89194 total_charge=0 fmax_ev_per_a=0.3 orbital_gap_ev=8.79 smiles="CO/C(O)=C/CO"
O 0.35703 1.07399 -0.33014
O -0.70021 0.86177 2.16224
O 0.88161 -0.92430 -1.25620
C -0.63053 -0.90343 0.53749
C -1.49661 -0.12515 1.47417
C 1.69453 -0.16447 -2.14040
C 0.17861 -0.26249 -0.32182
H 2.11812 -0.89257 -2.83442
H -1.29846 1.42504 2.67048
H 0.07526 1.39081 0.55406
H 1.09899 0.56868 -2.69313
H -2.29996 0.40051 0.93173
H -1.97320 -0.79639 2.19822
H -0.65882 -1.98509 0.53435
H 2.49618 0.35538 -1.60649


Record 4
15
Properties=species:S:1:pos:R:3 method="wB97M-V/def2-TZVPD" molar_mass_g_mol=104.10 e_tot_ha=-382.88699 total_charge=0 fmax_ev_per_a=0.6 orbital_gap_ev=11.01 smiles="C[C@@H](O)C=O.C=O"
O 2.12490 0.72279 0.88001
O 0.78685 -1.33760 -1.23217
O -0.75585 -0.82488 0.79990
C -0.56516 0.24696 -0.08938
C 2.06658 -0.27937 1.55204
C 0.45218 -0.17517 -1.13302
C -1.86752 0.68872 -0.75784
H 0.85073 0.59708 -1.81382
H 2.22251 -1.28321 1.11574
H -0.14471 1.09252 0.46783
H -2.59404 0.94658 0.01732
H -1.70786 1.57055 -1.38911
H -2.28727 -0.11590 -1.37021
H 1.85617 -0.24000 2.63581
H -0.43752 -1.60905 0.31690


Record 5
15
Properties=species:S:1:pos:R:3 method="wB97M-V/def2-TZVPD" molar_mass_g_mol=104.10 e_tot_ha=-382.91387 total_charge=0 fmax_ev_per_a=0.5 orbital_gap_ev=10.98 smiles="C[C@@H](O)[C@@H](O)C=O"
O 2.31286 0.61517 1.18768
O 0.48065 -1.21782 1.58902
O -0.07209 -1.55906 -0.95626
C 1.21616 0.88694 0.75182
C -0.71291 -0.46266 -0.35811
C 0.04489 -0.05376 0.93570
C -0.81990 0.62086 -1.41976
H -1.72910 -0.74111 -0.03326
H 1.01358 1.86081 0.26992
H -1.46626 0.25955 -2.22455
H 1.42274 -1.06584 1.79115
H 0.16484 0.82135 -1.85579
H 0.14492 -2.15958 -0.22599
H -1.24262 1.55369 -1.03057
H -0.66321 0.50074 1.57676


Record 6
15
Properties=species:S:1:pos:R:3 method="wB97M-V/def2-TZVPD" molar_mass_g_mol=104.10 e_tot_ha=-382.93580 total_charge=0 fmax_ev_per_a=0.5 orbital_gap_ev=11.28 smiles="COC(=O)[C@@H](C)O"
O 1.53337 -1.75673 -0.63498
O 1.04433 0.98861 -0.81058
O -0.04353 0.77388 1.15695
C 0.37705 -1.19799 -0.06545
C -0.87089 -1.47983 -0.90669
C -0.23722 2.18537 1.22115
C 0.52870 0.30624 0.04633
H 1.82574 -1.13322 -1.31681
H 0.69949 2.72476 1.07340
H -0.64419 2.37628 2.21355
H -0.73927 -1.06016 -1.91031
H 0.26104 -1.61560 0.93823
H -1.01698 -2.55919 -0.99506
H -0.95101 2.48233 0.44924
H -1.76664 -1.03476 -0.45897


Record 7
15
Properties=species:S:1:pos:R:3 method="wB97M-V/def2-TZVPD" molar_mass_g_mol=104.10 e_tot_ha=-382.93710 total_charge=0 fmax_ev_per_a=0.5 orbital_gap_ev=11.39 smiles="CCOC(=O)CO"
O -0.13160 0.05145 0.69675
O 3.21428 0.51043 -0.46944
O 1.04300 -0.96030 -0.95297
C 0.94454 -0.14077 -0.06543
C -1.29279 -0.75671 0.42202
C 2.08534 0.78939 0.30286
C -2.35401 0.07842 -0.26712
H 2.95458 -0.20758 -1.06912
H -0.98987 -1.61019 -0.18721
H -1.63394 -1.10889 1.39707
H -2.65092 0.92797 0.35362
H 1.74277 1.82306 0.14845
H -1.98319 0.46327 -1.22023
H -3.24412 -0.53056 -0.46445
H 2.29594 0.67101 1.37521


Record 8
15
Properties=species:S:1:pos:R:3 method="wB97M-V/def2-TZVPD" molar_mass_g_mol=104.10 e_tot_ha=-382.90091 total_charge=0 fmax_ev_per_a=0.4 orbital_gap_ev=9.29 smiles="C/C=C/O.O=CO"
O -2.72000 -0.99252 0.03156
O -2.52771 0.79672 -1.29051
O 0.30063 2.40356 -0.30841
C 1.78784 -0.89931 0.75868
C 1.05144 1.27392 -0.20647
C -2.32376 -0.35888 -1.09488
C 0.84270 0.25516 0.61593
H -1.83503 -1.00793 -1.83936
H 1.90021 1.28960 -0.88226
H -2.17835 -1.78244 0.16097
H 1.24312 -1.82928 0.93186
H -0.04707 0.26594 1.24233
H 2.45989 -0.78384 1.61135
H -0.35408 2.39058 0.40318
H 2.40017 -1.02129 -0.13397


Record 9
15
Properties=species:S:1:pos:R:3 method="wB97M-V/def2-TZVPD" molar_mass_g_mol=104.10 e_tot_ha=-382.92209 total_charge=0 fmax_ev_per_a=0.7 orbital_gap_ev=11.32 smiles="COC(=O)[C@@H](C)O"
O -1.58410 0.40365 -0.12457
O 0.18046 1.06779 1.11552
O 0.31739 0.73113 -2.15955
C 0.70127 -1.45799 -1.18405
C 0.63987 0.05613 -0.96283
C -0.61764 0.82321 2.26489
C -0.38760 0.50758 0.04017
H -1.53586 1.40708 2.25091
H -0.25623 -1.85120 -1.54142
H 0.00668 1.02845 3.13131
H -0.87667 -0.23603 2.19880
H 1.45011 -1.62153 -1.96443
H 1.60851 0.40631 -0.59851
H -0.65172 0.76113 -2.17019
H 1.00553 -2.02571 -0.29606


Record 10
15
Properties=species:S:1:pos:R:3 method="wB97M-V/def2-TZVPD" molar_mass_g_mol=104.10 e_tot_ha=-382.82518 total_charge=0 fmax_ev_per_a=0.5 orbital_gap_ev=9.56
O 3.33792 -0.37402 -1.03381
O -0.21516 -0.46059 -0.91922
O -1.80368 0.14124 0.54870
C -0.53856 -0.15293 0.20651
C 0.39319 -0.07666 1.38474
C 2.71756 0.70144 -0.61197
C -2.75105 0.06638 -0.51576
H -2.51208 0.79908 -1.29118
H 4.00181 -0.61707 -0.36832
H 0.48620 -1.07092 1.83385
H 1.97532 0.88300 -1.42124
H -2.75096 -0.93112 -0.96242
H -3.71870 0.28869 -0.06494
H 1.37953 0.24809 1.04127
H 0.01902 0.61576 2.13923


Record 11
18
Properties=species:S:1:pos:R:3 method="wB97M-V/def2-TZVPD" molar_mass_g_mol=199.21 e_tot_ha=-1520.79575 total_charge=-1 fmax_ev_per_a=4.8 orbital_gap_ev=7.68 smiles="CCS[P@@]([O-])(=S)CC(=O)O"
S 0.97751 -0.60294 -0.64240
S -0.80113 2.42835 -0.00972
P -0.79075 0.45299 0.19748
O -3.49580 -0.83304 1.15225
O -4.38452 -0.76600 -0.82579
O -1.02201 0.12846 1.67937
C -3.41376 -0.59543 -0.20458
C 3.57631 0.12449 -0.26525
C 2.14732 0.32391 0.38454
C -2.04141 -0.48756 -0.80669
H 3.52092 0.47635 -1.24534
H 1.75496 1.49400 0.21526
H 3.92580 -0.85653 -0.36912
H -1.40130 -1.46881 -0.82632
H 4.25661 0.83107 0.41280
H 2.12703 -0.15065 1.38830
H -2.71838 -0.34488 1.64877
H -2.21739 -0.15377 -1.88354


Record 12
16
Properties=species:S:1:pos:R:3 method="wB97M-V/def2-TZVPD" molar_mass_g_mol=254.47 e_tot_ha=-1040.56476 total_charge=+1 fmax_ev_per_a=4.4 multiplicity=8 orbital_gap_ev="7.29 / 6.09"
Sm 1.13600 1.63468 1.08046
O 1.53030 0.65874 -1.06359
O 0.09703 2.81919 -0.51697
O -0.49299 -0.02553 1.93011
C -0.92940 -1.24905 1.63376
C -0.02942 2.29648 -1.76645
C 0.62217 0.87781 -1.88297
C 0.12068 -2.27792 1.31202
H 0.69199 0.42801 -2.88831
H -1.07226 2.15592 -2.12578
H 0.98677 -2.17911 1.98127
H 0.49379 -2.11679 0.29073
H 0.49190 2.89668 -2.54458
H -0.34017 -3.27239 1.32114
H -1.74342 -1.12135 0.72035
H -1.56296 -1.52538 2.51880